[1]
Below is C33H57CuN3O5Si as an isolated structure in a non-equilibrium geometry, with properties calculated with ωB97M-V with the def2-TZVPD basis set.

The geometry in ORCA input format:
```
! RIJCOSX wB97M-V def2-TZVPD def2/J DEFGRID3
* xyz 0 2
O 0.7766 -1.1042 -0.2194
O 0.9356 -0.1720 -4.2740
C 2.2147 -1.3142 0.0619
C 2.4884 -2.4730 1.0023
H 2.5415 -0.3661 0.5030
H 2.6835 -1.4364 -0.9297
H 1.9532 -2.3577 1.9509
H 3.5531 -2.5054 1.2425
H 2.2291 -3.4325 0.5445
C 0.0342 -2.3616 -0.2677
C 0.2690 -3.1638 -1.5300
H -1.0222 -2.1015 -0.1151
H 0.3350 -2.9777 0.5939
H 0.1767 -2.5518 -2.4347
H -0.4964 -3.9495 -1.5588
H 1.2497 -3.6603 -1.5346
C -0.1320 0.4086 -5.0459
C 1.8727 -0.9311 -5.0428
C -1.4374 -0.3466 -4.8578
H 0.1198 0.4166 -6.1218
H -0.2247 1.4432 -4.6833
H -1.3528 -1.3944 -5.1774
H -2.2294 0.0996 -5.4683
H -1.7693 -0.3116 -3.8114
C 1.2502 -2.0968 -5.7976
H 2.6190 -1.2877 -4.3217
H 2.3602 -0.2441 -5.7541
H 0.6483 -2.7411 -5.1422
H 2.0391 -2.7156 -6.2353
H 0.6304 -1.7455 -6.6328
H 1.5144 0.7452 -2.3132
N -0.6934 -1.0455 3.5232
C -1.6687 -0.3826 4.1984
C -2.1537 0.8760 3.9199
C -2.2624 1.5877 2.7111
C -2.2203 -1.0685 5.4022
H -1.4537 -1.6437 5.9345
H -3.0502 -1.7478 5.1632
H -2.6109 -0.3014 6.0854
C -3.1379 2.8153 2.7603
H -3.8032 2.8704 1.8885
H -2.5573 3.7467 2.8236
H -3.7602 2.7572 3.6626
N -1.6789 1.2028 1.5820
C -0.4390 -2.4429 3.7216
C 0.7768 -2.8509 4.2801
C 1.7904 -1.8933 4.8031
C 1.0137 -4.2233 4.3513
H 1.9386 -4.5414 4.8299
C 0.1163 -5.1470 3.8207
H 0.3705 -6.2111 3.8388
C -1.1162 -4.7145 3.3319
H -1.8687 -5.4313 2.9945
C -1.4022 -3.3499 3.2605
C -2.6918 -2.8684 2.6888
C -1.8943 1.8673 0.3498
C -1.2266 3.0845 0.0923
C -0.1993 3.5854 1.0626
C -1.5277 3.7606 -1.0844
H -1.0545 4.7223 -1.2720
C -2.3986 3.1951 -2.0189
H -2.6034 3.7233 -2.9492
C -3.0062 1.9620 -1.7805
H -3.6768 1.5170 -2.5157
C -2.7768 1.2836 -0.5906
C -3.3643 -0.0631 -0.2975
Cu -0.1745 0.1889 1.0633
H 2.8004 -2.2385 4.5498
H 1.7223 -1.8187 5.8953
H 1.6511 -0.8966 4.3869
H -2.6188 -1.8154 2.3916
H -3.4988 -2.9618 3.4258
H -2.9667 -3.4476 1.8015
H 0.5114 4.2476 0.5510
H 0.3704 2.7573 1.5155
H -0.6542 4.1544 1.8862
H -3.7749 -0.1210 0.7199
H -2.6069 -0.8594 -0.3915
H -4.1756 -0.2969 -0.9969
H -2.6319 1.3571 4.7808
C 1.3983 1.8342 -2.1037
Si 2.6658 2.9168 -3.0054
H 0.3680 2.0829 -2.4027
H 1.4499 2.0036 -1.0176
C 4.3327 2.0459 -3.1564
C 2.9880 4.5560 -2.1209
C 2.2620 3.4643 -4.7724
H 3.1587 3.9716 -5.1651
H 1.4302 4.1821 -4.8081
H 2.0379 2.6186 -5.4356
H 4.8104 1.9467 -2.1719
H 4.9940 2.6412 -3.8038
H 4.2225 1.0480 -3.6019
H 3.0689 4.4350 -1.0328
H 2.2030 5.2926 -2.3423
H 3.9418 4.9636 -2.4880
O 0.2586 2.1162 5.1022
N 0.3520 1.6165 6.2380
O 0.3217 0.3856 6.4418
O 0.2427 -0.3728 2.8660
*
```

## Properties
Energy relative to the best compared isomer or geometry (same formula, charge and spin) = 2.5 kcal/mol
E_LUMO (alpha / beta) = 0.48 / -2.22 eV

Mulliken atomic charge list, values in e, 4 entries: atom 1 (O): 0.8982, atom 2 (O): -0.1554, atom 3 (C): -0.2926, atom 4 (C): -1.5309

[2]
Below is C33H58As3BrF5MnNO2SSi as an isolated structure in a non-equilibrium geometry, with properties calculated with ωB97M-V with the def2-TZVPD basis set.

The geometry in ORCA input format:
```
! RIJCOSX wB97M-V def2-TZVPD def2/J DEFGRID3
* xyz 1 5
Mn -0.3481 -0.3220 -0.3890
C -2.2199 -3.5596 0.3802
As -2.3164 -1.8350 -0.5392
C -2.7695 -2.5306 -2.3116
C -4.1315 -1.1716 -0.0643
C -4.2793 -0.0609 0.9833
C -3.4060 -0.4043 2.1898
C -3.8932 1.3043 0.3954
As -1.9641 1.7339 0.1936
C -1.6286 2.6732 1.8934
C -2.1475 3.3582 -0.8931
C -5.7468 -0.0077 1.4342
As -7.1581 0.2290 0.0355
C -7.4929 -1.6544 -0.4730
C -8.6482 0.3302 1.3164
H -1.9868 -3.4423 1.4365
H -1.4235 -4.1474 -0.0844
H -3.1601 -4.1067 0.2730
H -3.4813 -3.3557 -2.2206
H -1.8662 -2.9043 -2.7955
H -3.2087 -1.7484 -2.9297
H -4.6813 -2.0581 0.2776
H -4.5859 -0.8171 -0.9975
H -2.3580 -0.3938 1.8695
H -3.6537 -1.3986 2.5610
H -3.5408 0.3099 3.0009
H -4.3273 2.1037 1.0100
H -4.3181 1.3814 -0.6121
H -2.3543 3.4784 2.0262
H -0.6277 3.1071 1.8584
H -1.6871 2.0006 2.7465
H -2.6811 4.1321 -0.3351
H -2.6887 3.1309 -1.8089
H -1.1542 3.7293 -1.1542
H -5.8723 0.8338 2.1206
H -5.9957 -0.9138 1.9941
H -6.8207 -2.0025 -1.2557
H -8.5107 -1.7281 -0.8557
H -7.4045 -2.3057 0.3961
H -8.6143 1.2556 1.8881
H -8.6005 -0.5142 2.0045
H -9.6025 0.2948 0.7918
F -0.7685 0.5761 6.9875
C -0.5436 0.1482 5.7498
C 0.2313 0.9102 4.8755
F 0.7628 2.0622 5.2806
C 0.4251 0.4822 3.5705
F 1.1138 1.2459 2.7101
C -0.1128 -0.7199 3.1065
S 0.2561 -1.3246 1.5139
C -0.8689 -1.4757 4.0069
F -1.4295 -2.6171 3.5947
C -1.0954 -1.0524 5.3081
F -1.8596 -1.7799 6.1190
C 4.6972 3.2184 -1.0273
C 4.7844 2.1352 0.0558
C 4.0129 2.6649 1.2726
C 6.2554 1.9636 0.4493
Si 4.0844 0.4331 -0.6203
Br 1.6957 1.0387 -0.6731
C 4.4674 0.0265 -2.4940
C 4.0837 -1.4102 -2.8750
C 3.7166 0.9571 -3.4546
C 5.9742 0.1755 -2.7358
C 4.2039 -1.1048 0.5705
C 3.2437 -2.2361 0.1725
C 3.8754 -0.6835 2.0078
C 5.6312 -1.6674 0.5685
H 5.0604 4.1621 -0.6258
H 3.6683 3.3681 -1.3477
H 5.3134 2.9784 -1.8880
H 4.4213 3.6317 1.5607
H 4.0926 2.0081 2.1312
H 2.9600 2.8068 1.0447
H 6.6689 2.9282 0.7360
H 6.8484 1.5765 -0.3741
H 6.3635 1.2940 1.2977
H 3.0427 -1.6295 -2.6507
H 4.7193 -2.1350 -2.3742
H 4.2294 -1.5390 -3.9468
H 2.6500 0.7481 -3.4347
H 4.0687 0.7873 -4.4701
H 3.8604 2.0060 -3.2213
H 6.5531 -0.4125 -2.0275
H 6.2914 1.2115 -2.6712
H 6.2095 -0.1802 -3.7365
H 2.2584 -1.8695 -0.1144
H 3.1048 -2.9097 1.0167
H 3.6305 -2.8240 -0.6527
H 2.9082 -0.1935 2.0602
H 4.6350 -0.0159 2.4060
H 3.8422 -1.5624 2.6505
H 5.9077 -2.0670 -0.4035
H 5.6946 -2.4789 1.2916
H 6.3615 -0.9117 0.8454
O 0.7673 -1.6222 -2.3228
C 0.0220 -0.8858 -2.9654
C -0.1764 -0.7814 -4.4583
C -1.3210 0.2270 -4.5775
C -1.7343 0.4978 -3.1363
O -2.7309 1.0639 -2.7422
N -0.8107 -0.0584 -2.3055
H -0.4281 -1.7575 -4.8754
H 0.7490 -0.4538 -4.9334
H -2.1685 -0.1467 -5.1517
H -1.0097 1.1736 -5.0269
*
```

## Properties
Energy relative to the best compared isomer or geometry (same formula, charge and spin) = 7.9 kcal/mol
E_LUMO (alpha / beta) = -4.78 / -3.16 eV

Mulliken atomic charge list, values in e, 4 entries: atom 1 (Mn): 0.7720, atom 2 (C): -1.0737, atom 3 (As): 1.2316, atom 4 (C): -1.4537

[3]
Below is a 3-piece molecular cluster, C33H58N4O8P2 overall in a non-equilibrium geometry, with properties calculated with ωB97M-V with the def2-TZVPD basis set.

The geometry in ORCA input format:
```
! RIJCOSX wB97M-V def2-TZVPD def2/J DEFGRID3
* xyz 0 1
N -6.7067 1.3152 2.8293
C -5.7797 2.3796 3.3345
C -4.3707 1.6846 3.5959
C -3.6754 1.2858 2.2388
C -2.5729 2.2739 1.7370
C -2.2585 3.4942 2.4606
C -1.1750 4.3872 1.9391
C -0.4996 4.0254 0.7180
C -0.7961 2.7748 -0.0627
N -0.0455 2.5567 -1.2133
C -0.4723 1.4152 -1.8084
C -1.5638 0.5142 -1.3317
C -1.9185 -0.7420 -2.2160
C -3.1924 -1.5243 -1.7180
C -2.9129 -2.6581 -0.6596
C -1.6403 -3.5357 -0.9420
C -1.4861 -4.7898 0.0073
C 0.0460 -5.1125 0.2844
C 0.2256 -6.5243 0.9887
C 1.1749 -6.4349 2.2662
C 2.7187 -6.3584 1.8660
C 3.4957 -5.1620 2.5592
C 4.0154 -5.5332 4.0227
C 2.9367 -5.0833 5.0865
N 3.1595 -3.7288 5.6347
C 3.4118 -3.5544 6.9896
C 3.5437 -2.1012 7.1702
C 3.3730 -1.4608 5.8345
C 3.1207 -2.5492 4.8828
N -2.2475 0.7331 -0.1831
C -1.8508 1.8980 0.4636
H -7.3892 1.1332 3.5740
H -7.2532 1.6930 2.0507
H -5.7068 3.2486 2.6321
H -6.1509 2.7251 4.3382
H -3.7240 2.2565 4.3090
H -4.6207 0.7120 4.1191
H -3.1553 0.2960 2.4170
H -4.4420 1.0711 1.4383
H -2.7838 3.8227 3.3896
H -0.8517 5.3401 2.4348
H 0.2932 4.7166 0.3274
H 0.0370 1.1299 -2.7709
H -2.1878 -0.3078 -3.2282
H -1.0093 -1.3715 -2.3887
H -3.9152 -0.8007 -1.2345
H -3.7291 -1.8874 -2.6438
H -2.9215 -2.2521 0.3940
H -3.8047 -3.3603 -0.7042
H -0.7416 -2.8734 -0.7315
H -1.5265 -3.8736 -2.0064
H -1.9622 -4.5580 1.0020
H -1.9364 -5.7176 -0.4386
H 0.6644 -5.1266 -0.6521
H 0.4616 -4.3190 0.9735
H 0.6369 -7.3132 0.2931
H -0.7653 -6.9248 1.3589
H 0.8854 -5.4756 2.7923
H 1.0402 -7.3259 2.9423
H 2.7292 -6.1507 0.7515
H 3.2374 -7.3534 2.0075
H 4.4051 -4.9306 1.9275
H 2.8223 -4.2667 2.5632
H 4.9745 -4.9781 4.1979
H 4.1491 -6.6503 4.0320
H 2.9549 -5.8048 5.9503
H 1.8853 -5.1077 4.6731
H 3.5033 -4.3181 7.7926
H 3.7451 -1.5446 8.1143
H 3.3969 -0.3762 5.5668
H 2.9165 -2.5015 3.7933
C 0.1528 0.0451 -9.0775
O 0.0080 -1.1368 -8.2831
P 0.3437 -0.9497 -6.6242
O 1.8352 -0.7943 -6.8556
O -0.0506 -2.5017 -6.3341
C 0.4185 -3.5318 -7.1969
O 0.3821 -0.6635 -4.9593
C 1.5924 -0.8561 -4.2456
H -0.4128 -0.0906 -9.9979
H -0.2329 0.9171 -8.5511
H 1.2048 0.1943 -9.3246
H 1.4124 -3.3057 -7.5851
H -0.2867 -3.6778 -8.0154
H 0.4696 -4.4547 -6.6180
H 2.2847 -0.0367 -4.4417
H 2.0484 -1.8143 -4.4969
H 1.3525 -0.8527 -3.1797
C 3.2757 10.8852 -1.4074
O 2.5659 10.0328 -0.5037
P 2.1369 8.5050 -1.1232
O 1.0874 9.0828 -2.0547
O 1.4945 8.0694 0.3081
C 0.6613 8.9747 1.0225
O 2.0027 6.9079 -1.6538
C 0.8113 6.4919 -2.3005
H 3.7957 11.6437 -0.8243
H 4.0069 10.3190 -1.9828
H 2.5704 11.3748 -2.0804
H 0.0678 9.5903 0.3454
H 1.2705 9.6023 1.6736
H -0.0143 8.3867 1.6450
H 0.7781 6.8758 -3.3206
H -0.0701 6.8075 -1.7404
H 0.8190 5.4007 -2.3483
*
```

## Properties
SMILES string = NCCCc1cccc2ncc(CCCCCCCCCCCCn3cccc3)nc12.COP(=O)(OC)OC.COP(=O)(OC)OC
E_LUMO = -2.32 eV

Mulliken atomic charge list, values in e, 4 entries: atom 1 (N): -0.5485, atom 2 (C): -0.5635, atom 3 (C): -0.7392, atom 4 (C): -0.2316

[4]
Below is C33H59CoN2O2P2 as an isolated structure in a non-equilibrium geometry, with properties calculated with ωB97M-V with the def2-TZVPD basis set.

The geometry in ORCA input format:
```
! RIJCOSX wB97M-V def2-TZVPD def2/J DEFGRID3
* xyz 1 4
C 2.6369 -1.2997 -1.2062
C 1.5474 0.5160 -2.2125
C 3.5230 -1.4002 -2.2778
C 2.3607 0.4233 -3.3385
C 3.3782 -0.5342 -3.3561
H 4.2619 -2.1963 -2.2511
H 2.1739 1.1023 -4.1684
H 4.0482 -0.6014 -4.2110
N 1.7706 -0.2826 -1.1498
P 0.8707 -2.3756 0.6703
P 0.2356 2.1795 -0.3349
C 2.5398 -2.3613 -0.1331
H 2.7560 -3.3522 -0.5618
H 3.2851 -2.1689 0.6555
C 0.3535 1.4248 -2.0944
H 0.3753 2.2138 -2.8557
C -1.3627 3.2088 -0.3438
C 1.6814 3.3766 -0.1758
C -0.1807 -3.5218 -0.4348
C 1.2460 -3.3454 2.2621
C -2.4879 2.3432 0.2464
H -2.3714 2.2810 1.3375
H -3.4558 2.8177 0.0097
H -2.5006 1.3224 -0.1587
C -1.2676 4.4706 0.5287
H -1.0246 4.2189 1.5701
H -0.5525 5.2038 0.1380
H -2.2616 4.9461 0.5271
C -1.7324 3.6080 -1.7744
H -2.6490 4.2167 -1.7240
H -0.9600 4.2177 -2.2629
H -1.9532 2.7303 -2.3985
C 1.6908 3.8435 1.2969
H 1.2650 3.0871 1.9717
H 2.7298 4.0059 1.6149
H 1.1507 4.7848 1.4341
C 2.9824 2.6067 -0.4389
H 3.1405 1.8201 0.3087
H 3.0116 2.1678 -1.4419
H 3.8278 3.3073 -0.3722
C 1.5963 4.5552 -1.1730
H 1.0250 4.3333 -2.0849
H 1.1938 5.4640 -0.7082
H 2.6192 4.7985 -1.5006
C -0.0938 -3.7588 2.8911
H 0.1201 -4.3069 3.8228
H -0.6969 -2.8792 3.1681
H -0.6986 -4.4128 2.2461
C 1.9973 -2.4054 3.2156
H 2.9896 -2.1362 2.8284
H 1.4399 -1.4872 3.4355
H 2.1385 -2.9344 4.1697
C 2.1476 -4.5827 2.0536
H 3.0339 -4.3592 1.4451
H 2.5015 -4.8964 3.0472
H 1.6225 -5.4395 1.6185
C 0.1005 -3.1890 -1.9020
H 1.1188 -3.4634 -2.2125
H -0.6139 -3.7452 -2.5299
H -0.0564 -2.1186 -2.0923
C -1.6477 -3.1782 -0.1140
H -1.8883 -2.1594 -0.4641
H -2.2971 -3.9052 -0.6284
H -1.8618 -3.2254 0.9639
C 0.0489 -5.0344 -0.2514
H 1.0925 -5.3247 -0.4366
H -0.2817 -5.4107 0.7237
H -0.5683 -5.5454 -1.0080
Co 0.3014 -0.1336 0.3159
C 1.2326 0.4255 1.6294
O 1.9793 0.7959 2.4572
N -1.0922 -0.2100 -1.0558
C -0.9429 0.4366 -2.1236
C -1.8165 0.3036 -3.4335
C -1.4038 1.2827 -4.5223
C -1.5891 -1.0834 -4.0233
C -3.3053 0.4970 -3.0850
H -1.5739 2.3250 -4.2442
H -0.3552 1.1441 -4.8056
H -2.0290 1.0631 -5.3953
H -1.8971 -1.8773 -3.3357
H -2.1805 -1.1836 -4.9421
H -0.5321 -1.2215 -4.2831
H -3.7795 1.1743 -3.8054
H -3.8291 -0.4639 -3.1219
H -3.4575 0.9102 -2.0826
C -2.4576 0.9521 5.3075
C -1.8087 -0.4004 4.9812
C -0.8493 -0.0483 3.8471
O -1.2053 1.2208 3.2510
C -2.3073 1.7634 4.0176
H -3.5004 0.8486 5.6018
H -1.8878 1.4322 6.1054
H -2.5698 -1.1046 4.6115
H -1.2586 -0.8264 5.8247
H 0.1870 0.0361 4.2233
H -0.8628 -0.8202 3.0501
H -3.2331 1.6653 3.4205
H -2.1404 2.8387 4.1973
*
```

## Properties
Energy relative to the best compared isomer or geometry (same formula, charge and spin) = 0.0 kcal/mol
E_LUMO (alpha / beta) = -2.39 / -4.17 eV

Mulliken atomic charge list, values in e, 4 entries: atom 1 (C): -0.1924, atom 2 (C): -0.7352, atom 3 (C): -0.8313, atom 4 (C): -0.4215

| no. | calculated total energy (Eh) |
| --- | --- |
| 1 | -3761.86890 |
| 2 | -13116.68896 |
| 3 | -2795.62737 |
| 4 | -3618.04411 |